Here is C56H46NO2P3TeTi as an isolated structure at a distorted geometry from OMol25. Energies are from ωB97M-V with the def2-TZVPD basis set.

Results
Max |F|   0.056 Eh/bohr
Spin multiplicity   1
Relative energy (zero: lowest compared OMol25 entry of this formula, charge and spin)   30.6 kcal/mol
Net charge   +2

Each line ends with the Mulliken charge.
Cartesian coordinates (Å):
H1 2.51 -1.54 -0.05  -1.20
O1 2.51 -0.03 3.12  -0.47
H2 1.08 3.56 0.33  0.98
H3 -2.81 -2.66 -1.50  0.22
H4 3.42 -3.71 -0.86  0.55
C1 -1.59 -1.35 0.86  -1.59
H5 5.42 1.75 -1.41  0.51
N1 -6.95 -2.87 -0.18  -0.58
H6 -0.74 1.91 6.20  0.48
H7 -6.97 -4.91 -0.34  0.39
H8 2.70 5.58 -4.30  0.46
C2 -2.69 1.42 5.45  -0.79
C3 1.44 -2.81 2.41  -0.02
H9 4.63 -3.79 -3.01  0.46
H10 4.95 -1.73 -4.34  0.50
C4 3.56 -2.81 -1.44  -0.19
H11 -4.61 1.32 -2.36  0.58
C5 0.02 3.34 0.31  -0.52
C6 -2.83 1.78 -3.46  -1.15
H12 2.08 -5.12 4.79  0.44
H13 3.45 3.82 -0.47  0.52
H14 -4.63 3.80 1.30  0.49
H15 7.31 1.29 2.40  0.45
P1 2.66 1.06 -0.88  3.16
C7 -3.41 0.77 4.46  -0.42
H16 3.43 5.79 -1.94  0.49
H17 -4.74 3.55 -0.44  0.38
C8 6.41 1.29 1.80  -0.78
H18 -4.39 -0.93 0.78  -0.43
H19 1.79 -2.49 1.43  0.07
C9 -4.92 -1.84 0.54  1.14
P2 -0.61 -1.03 -0.60  1.75
C10 5.19 1.00 2.38  -0.44
H20 -3.41 0.00 -0.63  -0.05
C11 0.35 -2.55 -2.76  0.02
H21 -2.70 3.92 -1.62  0.57
C12 -2.87 0.48 -1.44  -0.33
C13 -4.30 -3.08 0.64  0.28
H22 -3.36 2.34 -4.23  0.41
C14 -2.79 3.20 0.40  0.46
C15 1.60 -4.29 4.29  -0.71
H23 -0.90 2.09 -4.36  0.54
C16 2.73 2.48 -2.00  0.77
C17 4.23 -2.85 -2.65  -0.88
H24 7.45 1.77 -0.01  0.49
C18 3.12 3.72 -1.50  -0.83
C19 4.11 1.29 0.23  0.37
C20 0.38 -2.15 3.01  0.73
C21 0.20 -3.46 -3.79  -0.83
C22 -0.07 -2.56 4.26  -0.66
C23 3.92 -0.48 -2.94  -0.88
H25 -3.04 -4.32 -3.31  0.51
H26 -0.09 2.85 2.42  0.62
C24 -3.54 1.21 -2.41  -0.54
C25 -0.78 0.90 -2.58  -0.09
C26 -0.74 3.66 -0.82  -0.39
H27 2.88 -4.39 2.57  0.48
C27 -6.36 -4.05 -0.08  -0.41
C28 3.11 4.83 -2.33  -0.94
C29 -2.75 0.11 3.44  -1.11
H28 -1.12 -4.82 -4.79  0.41
H29 -0.24 4.01 -1.71  0.46
C30 -1.36 0.08 3.42  0.49
C31 3.05 -1.60 -0.99  -0.25
C32 -1.50 0.29 -1.54  0.97
H30 -2.53 2.59 2.44  0.76
C33 -5.04 -4.21 0.32  -0.59
C34 -1.01 -4.11 -3.98  -0.78
C35 4.04 1.01 1.60  0.48
P3 -0.46 -0.80 2.12  1.92
C36 6.49 1.56 0.44  -0.84
H31 5.11 0.78 3.44  0.61
C37 -6.24 -1.79 0.13  -0.80
Te1 -2.30 -3.31 1.35  0.62
C38 -2.03 2.86 1.52  0.21
H32 -4.49 0.78 4.49  0.47
C39 -4.28 3.18 0.47  -1.67
H33 -6.76 -0.84 0.06  0.36
C40 -2.12 3.62 -0.76  -0.54
H34 -3.30 -0.40 2.66  0.28
H35 -4.64 2.16 0.66  0.17
C41 2.05 -3.88 3.04  -0.78
C42 -1.30 1.41 5.43  -0.53
H36 1.04 -3.68 -4.44  0.49
H37 0.28 0.71 -2.67  -0.24
C43 -2.09 -3.83 -3.15  -0.88
H38 1.29 -2.04 -2.61  0.67
C44 -0.73 -2.28 -1.92  1.22
H39 -3.20 1.93 6.25  0.39
H40 -4.60 -5.20 0.38  0.40
H41 1.98 1.40 -3.71  0.59
C45 2.73 0.74 2.23  0.04
C46 0.54 -3.63 4.89  -0.79
H42 4.08 0.42 -3.52  0.52
C47 -0.64 2.95 1.49  -1.40
C48 2.70 4.71 -3.65  -0.71
H43 -0.90 -2.05 4.74  0.49
C49 4.41 -1.69 -3.40  -0.82
C50 3.23 -0.43 -1.74  1.33
C51 2.30 3.48 -4.15  -1.16
O2 1.72 1.46 1.67  0.30
C52 -1.45 1.64 -3.54  -0.37
C53 -1.96 -2.91 -2.12  -0.87
Ti1 0.54 0.84 0.56  -1.35
C54 -0.63 0.74 4.41  -0.47
H44 0.46 0.69 4.40  0.42
C55 2.30 2.36 -3.32  -0.50
H45 0.18 -3.94 5.87  0.47
C56 5.35 1.56 -0.35  -0.72
H46 1.99 3.38 -5.18  0.52